1.
85
Properties=species:S:1:pos:R:3:forces:R:3 method="wB97M-V/def2-TZVPD" spin_multiplicity=1 de_lowest_kcal_mol=40.2 charge=-2 orbital_gap_ev=7.21
K 1.716230 -0.748819 -1.129697 0.130 -0.975 1.965
O 5.455301 -0.683797 -2.506390 0.009 0.016 0.059
C 4.521369 -0.280870 -1.792602 0.075 0.317 -0.142
O 3.475306 0.330868 -2.125777 1.292 0.402 -0.452
C 4.680298 -0.577840 -0.274250 -0.124 0.136 0.225
C 5.887874 -1.084879 0.199428 0.106 -0.023 -0.232
C 6.029506 -1.362877 1.543942 -0.029 -0.013 0.029
C 4.951720 -1.143199 2.385655 0.085 0.006 -0.022
C 3.780561 -0.624301 1.850613 0.175 0.028 -0.215
N 3.647977 -0.332817 0.544626 0.673 -0.061 0.609
C 2.593828 -0.388622 2.796464 -0.281 -0.439 -0.140
O 2.689115 -0.897980 3.937643 0.050 0.185 -0.061
O 1.630260 0.244080 2.317002 0.004 0.060 -0.027
H 6.679319 -1.245594 -0.519569 -0.026 -0.019 -0.010
H 6.963576 -1.758133 1.929962 0.003 0.010 0.006
H 4.975973 -1.358029 3.444316 -0.012 -0.002 0.002
O -0.355682 0.349228 -1.757163 -0.664 0.339 -0.585
C -0.844587 -0.062677 -3.035869 0.125 -0.371 -0.483
C -0.197931 -1.452425 -3.520327 -0.060 -0.076 0.270
O -0.555245 -1.827339 -4.642820 -0.014 0.038 0.021
O 0.537516 -2.023125 -2.678315 -0.872 -0.417 -1.081
C -0.544935 0.956846 -4.134027 0.025 -0.030 0.203
C -1.300221 0.967268 -5.306201 -0.043 0.024 -0.020
C -0.983197 1.820651 -6.349488 0.028 0.026 0.022
C 0.101682 2.685748 -6.245598 -0.044 -0.038 0.004
C 0.863305 2.677619 -5.089754 -0.016 -0.035 0.034
C 0.544369 1.817045 -4.044204 0.012 0.044 0.011
C -2.339790 -0.280783 -2.831893 -0.021 0.201 -0.002
C -3.169084 0.831451 -2.708298 -0.017 0.022 0.046
C -4.526227 0.689121 -2.463372 0.012 -0.049 -0.007
C -5.077062 -0.580210 -2.328703 0.057 -0.006 -0.006
C -4.256954 -1.694376 -2.441125 0.008 0.052 0.012
C -2.897465 -1.545345 -2.693930 -0.018 -0.034 -0.008
H 0.463754 0.839633 -1.893204 -0.528 0.607 -0.037
H -2.132987 0.283984 -5.400154 0.024 -0.026 -0.005
H -1.579297 1.801605 -7.254907 -0.005 0.011 0.006
H 0.353763 3.352032 -7.062509 -0.005 -0.004 -0.003
H 1.721282 3.330701 -4.990960 -0.006 -0.008 0.010
H 1.192781 1.838789 -3.174105 0.023 0.006 -0.043
H -2.733066 1.820058 -2.795377 -0.002 -0.009 0.001
H -5.153311 1.568328 -2.368607 0.006 -0.006 0.001
H -6.136435 -0.698184 -2.132844 -0.004 -0.004 0.003
H -4.675453 -2.688918 -2.334005 0.007 0.014 -0.001
H -2.267487 -2.420749 -2.799021 -0.018 0.025 -0.017
S 0.806906 3.584084 -0.488168 -0.163 0.050 0.229
C 1.060112 3.590309 1.181214 0.074 0.073 -0.068
N 2.071463 2.920904 1.754551 -0.116 -0.344 -0.016
C 2.228250 2.923174 3.201388 0.049 0.090 -0.026
C 0.868984 2.824129 3.863527 -0.040 0.037 0.028
C 0.036132 4.016538 3.427076 0.044 0.005 -0.093
N 0.280416 4.339838 2.013721 -0.052 -0.063 -0.113
H 2.265940 2.025514 1.306063 0.165 0.127 0.022
H 2.729153 3.852656 3.498089 0.046 0.000 0.025
H 2.856758 2.079582 3.475305 -0.016 0.068 -0.024
H 0.959511 2.800997 4.951229 -0.017 0.025 0.008
H 0.424796 1.889111 3.525529 0.053 -0.014 0.065
H 0.280413 4.892917 4.036134 0.019 0.034 0.004
H -1.028484 3.806909 3.559342 -0.011 -0.001 -0.026
H -0.485262 4.753568 1.507182 0.015 0.043 0.018
N -1.946540 -5.532118 2.393391 -0.043 0.092 0.020
C -1.077118 -4.587674 1.838833 -0.022 -0.057 0.022
C 0.069599 -4.184339 2.515523 -0.010 -0.036 0.013
C 0.880565 -3.221340 1.941788 0.021 0.152 -0.108
N 0.639167 -2.660705 0.754565 -0.100 -0.160 0.022
C -0.466139 -3.050959 0.112336 0.138 0.012 0.118
C -1.352338 -3.989742 0.614489 -0.032 0.018 -0.026
H -1.514421 -6.173042 3.038058 0.016 -0.017 -0.001
H -2.538249 -5.997142 1.724711 0.017 -0.031 -0.016
H 0.320963 -4.604817 3.482423 0.000 0.028 0.005
H 1.760675 -2.869639 2.472355 -0.033 -0.018 -0.010
H -0.623778 -2.600867 -0.863927 -0.003 -0.032 0.039
H -2.242763 -4.252982 0.053818 0.023 0.000 -0.008
C -3.087617 1.575154 3.035036 -0.029 0.003 0.039
As -1.532654 0.807262 2.063112 -0.332 -0.022 -0.041
C -2.655743 -0.122129 0.749579 0.063 -0.040 -0.032
C -1.290197 -0.690784 3.318625 0.148 -0.048 0.025
H -3.846268 0.809680 3.221574 0.028 0.029 -0.003
H -3.534139 2.384965 2.454007 0.017 -0.012 0.002
H -2.749938 1.975863 3.993814 -0.021 0.018 -0.007
H -3.389260 -0.764801 1.242772 0.023 0.024 0.018
H -2.023550 -0.718953 0.095909 0.003 -0.009 -0.009
H -3.167977 0.612330 0.128368 0.009 0.000 -0.001
H -1.614946 -0.382826 4.314632 -0.020 0.002 -0.004
H -0.231531 -0.943912 3.365362 -0.018 0.021 -0.044
H -1.871152 -1.559876 3.002077 -0.011 0.029 0.011

2.
106
Properties=species:S:1:pos:R:3:forces:R:3 method="wB97M-V/def2-TZVPD" spin_multiplicity=1 de_lowest_kcal_mol=702.6 charge=0 orbital_gap_ev=8.03
C 1.985539 -12.978016 -26.577733 -3.588 0.915 0.101
C 0.489083 -13.263504 -26.527720 -1.329 -0.955 1.771
O -0.113055 -13.772159 -27.456566 0.868 0.758 0.260
C -0.272492 -13.127591 -25.168995 0.210 0.382 -1.040
H 2.439067 -12.354307 -25.807419 -1.353 -0.437 0.091
H 2.041343 -12.476307 -27.543796 -0.113 0.385 0.742
H 2.457237 -13.956011 -26.673274 -1.184 0.778 0.873
H -0.495796 -12.088288 -24.927977 0.322 0.231 -0.066
H 0.316144 -13.527365 -24.343289 -0.043 -0.125 -0.055
H -1.249013 -13.595876 -25.292273 0.222 -0.304 0.142
C 7.721770 -15.292209 -29.929112 0.041 -0.908 -0.869
C 7.322139 -14.831088 -31.356887 2.130 -0.926 -1.269
O 7.771392 -15.447888 -32.344977 -1.052 1.340 1.632
C 6.428801 -13.600223 -31.426638 4.889 -3.559 0.091
H 6.795753 -15.612677 -29.451731 1.073 0.674 0.276
H 8.268704 -14.549556 -29.348216 -0.250 0.263 -0.039
H 8.296291 -16.218500 -29.930353 0.459 0.204 -0.607
H 6.622764 -12.910142 -32.247779 0.222 -0.894 -0.441
H 6.663179 -13.130299 -30.471480 -0.134 -1.019 -0.592
H 5.416855 -14.002738 -31.381326 3.059 0.498 -0.324
C 5.683605 -11.383774 -24.820850 -0.955 -0.889 3.326
C 4.521707 -12.317288 -24.984572 -1.577 0.048 -0.862
O 3.473531 -12.370764 -24.319949 2.648 0.306 0.085
C 4.547318 -13.072303 -26.317247 0.916 -0.150 8.080
H 6.554330 -12.012004 -25.008659 0.401 0.530 -0.080
H 5.611382 -11.083304 -23.775565 0.577 0.278 0.081
H 5.590157 -10.550175 -25.516898 -0.089 -1.056 3.052
H 4.376525 -14.122007 -26.078403 -0.472 2.986 0.564
H 5.479797 -12.870895 -26.844529 0.104 -2.623 0.668
H 3.669578 -12.735295 -26.868686 0.561 1.434 4.025
C 5.355759 -17.619134 -30.549655 -0.436 -0.773 -0.818
C 3.822284 -17.745648 -30.726734 -1.279 -1.105 1.405
O 3.132532 -18.655208 -30.238614 1.640 0.955 -0.748
C 3.139828 -16.619205 -31.481456 -0.182 -3.509 1.103
H 5.825126 -18.398270 -29.949021 -0.442 -0.057 0.015
H 5.605913 -16.640077 -30.141005 -0.353 -0.787 -0.604
H 5.758828 -17.666373 -31.561294 0.592 -0.279 0.948
H 3.402982 -15.658508 -31.038832 -0.657 -2.160 0.605
H 2.053804 -16.710507 -31.499536 0.613 -0.849 -0.118
H 3.530254 -16.614296 -32.499117 -1.672 -1.366 1.401
C 8.754571 -11.299216 -30.926670 -1.270 0.728 1.520
C 7.536815 -11.003669 -29.992014 0.369 -1.902 1.993
O 7.639536 -10.724732 -28.784324 2.396 0.567 -3.415
C 6.101697 -11.359916 -30.401583 1.732 2.673 0.062
H 9.680581 -11.188429 -30.362444 -0.122 0.173 -0.047
H 8.717162 -10.601797 -31.763505 0.099 -0.393 -0.281
H 8.625068 -12.351127 -31.181271 0.138 0.162 -0.557
H 6.038017 -11.845309 -31.375462 -0.299 2.108 0.516
H 5.630953 -10.385110 -30.274067 0.186 -0.866 -1.090
H 5.616577 -12.024622 -29.686797 0.573 0.549 0.313
C 1.980835 -9.359370 -31.886267 -0.161 -0.319 0.482
C 2.169755 -10.809000 -31.410548 2.090 2.357 0.188
O 1.481062 -11.655548 -31.834038 -2.370 -2.729 -0.968
C 3.377164 -11.052074 -30.562785 -0.880 1.410 -1.932
H 1.760678 -8.666320 -31.074294 0.158 -0.071 0.239
H 1.135256 -9.310152 -32.572335 0.318 -0.051 -0.218
H 2.933642 -9.062079 -32.324303 -0.103 0.242 -0.282
H 3.379609 -11.940304 -29.931009 -0.924 1.012 -0.749
H 3.494423 -10.210053 -29.880629 -0.932 -0.126 -3.001
H 4.291047 -11.111065 -31.153929 -1.250 0.402 -0.698
C 5.459483 -18.018953 -26.240425 -1.438 0.052 0.546
C 4.663505 -16.918381 -27.019812 2.350 -3.334 -4.026
O 4.584464 -16.994424 -28.254288 -0.973 -1.462 3.609
C 4.306741 -15.699379 -26.417429 -0.919 -0.927 3.605
H 5.079817 -19.010135 -26.488453 0.059 0.079 -0.673
H 5.218291 -17.986829 -25.177938 0.244 0.452 0.215
H 6.543849 -18.036335 -26.349719 -0.121 0.425 -0.329
H 3.439524 -15.193578 -26.841942 -0.052 -3.477 2.098
H 5.119115 -14.977133 -26.498042 0.781 -2.026 -0.458
H 4.028274 -15.804062 -25.368812 0.535 -0.126 0.430
C 4.112763 -13.538337 -30.732215 -1.704 -0.133 1.587
C 4.354838 -14.256320 -29.434120 2.222 0.174 1.312
O 5.247080 -15.146431 -29.292701 -3.401 4.357 -0.633
C 3.676298 -13.732332 -28.211311 -0.759 -1.347 -7.130
H 3.070767 -13.309965 -30.956232 -0.014 -0.565 0.300
H 4.423244 -14.232345 -31.513281 -2.007 1.112 1.515
H 4.696707 -12.626526 -30.857542 -1.220 -1.521 0.368
H 3.559566 -14.552819 -27.503308 0.762 3.164 -3.767
H 2.665290 -13.392208 -28.435546 1.025 -0.720 -1.435
H 4.141377 -12.883262 -27.710435 0.530 -1.111 -5.656
C 5.206042 -14.335914 -34.455101 -0.021 0.207 0.280
C 4.652508 -15.292364 -33.429341 1.520 -0.915 1.521
O 3.968836 -14.991451 -32.438425 1.964 2.433 -9.577
C 5.274571 -16.730368 -33.434069 -0.166 -0.014 -1.531
H 6.285585 -14.418921 -34.329378 0.209 -0.295 -0.199
H 5.003240 -13.289317 -34.227900 -0.572 -0.107 -0.041
H 4.956972 -14.572026 -35.489662 -0.070 -0.095 0.085
H 5.105640 -17.212807 -34.396783 -0.397 0.101 -0.345
H 4.891038 -17.403891 -32.667666 0.140 0.675 -1.325
H 6.362175 -16.778445 -33.380299 0.036 0.769 0.210
C 5.094696 -9.018052 -29.071824 0.286 0.800 0.810
C 4.586638 -10.236947 -28.316017 4.232 1.074 1.936
O 3.546518 -10.748583 -28.493528 -3.116 -0.370 5.131
C 5.544596 -10.897180 -27.346443 -0.566 1.211 -1.384
H 4.530807 -8.772823 -29.971816 0.119 0.080 0.167
H 6.137651 -9.261323 -29.274707 -0.183 0.766 0.125
H 5.152755 -8.126627 -28.447256 -0.321 -0.029 0.284
H 5.097785 -11.816842 -26.968710 0.128 4.258 -0.959
H 5.758832 -10.234120 -26.508258 0.298 0.939 -3.022
H 6.511405 -11.217672 -27.734592 -0.648 0.464 0.176
C 1.840797 -15.775773 -29.267067 -0.017 -0.779 0.404
O 1.599087 -15.083065 -30.467429 -1.520 2.053 1.108
H 1.155507 -15.582353 -28.441802 -0.510 0.236 -0.268
H 1.897350 -16.849755 -29.444515 -0.109 -0.027 0.204
H 2.817217 -15.466036 -28.894552 -0.552 -0.684 -0.544
H 0.856183 -15.436685 -30.962045 -0.201 0.016 0.399

3.
14
Properties=species:S:1:pos:R:3:forces:R:3 method="wB97M-V/def2-TZVPD" spin_multiplicity=1 de_lowest_kcal_mol=30.2 charge=0 orbital_gap_ev=9.45 smiles="C=N.CSC"
C -2.440989 1.684511 -0.573494 -0.726 -0.830 -0.412
N -2.463998 1.275801 0.616308 0.778 0.446 0.481
H -3.077893 1.130238 -1.256973 -0.206 0.198 -0.297
H -1.856291 2.477810 -1.019378 0.406 0.272 0.208
H -1.759615 1.787802 1.165657 -0.368 -0.070 0.021
C 1.438225 -0.613022 1.469808 -0.207 -0.553 -0.482
S 0.856616 0.159230 -0.058739 0.414 0.045 -0.097
C 1.142075 -1.177734 -1.258184 0.243 0.190 0.661
H 0.828924 -0.167020 2.239099 0.218 0.178 0.529
H 1.174788 -1.668217 1.430851 -0.114 -0.065 0.075
H 2.514854 -0.561241 1.647073 -0.187 0.392 -0.005
H 1.821402 -1.898080 -0.808669 0.055 -0.035 -0.050
H 1.622551 -0.765723 -2.135940 -0.162 -0.034 -0.267
H 0.199349 -1.664356 -1.457420 -0.143 -0.133 -0.366